# C17H27ClN2O3S2

C17H27ClN2O3S2 in the gas phase (ωB97M-V/def2-TZVPD, the Open Molecules 2025 dataset).

Properties
Energy: -2255.78885 Ha
LUMO energy: 0.619 eV
Frontier orbital gap: 9.399 eV
Maximum force: 0.132 eV Å⁻¹
HOMO: -8.780 eV
Energy relative to the best compared isomer or geometry (same formula, charge and spin): 10.0 kJ/mol
Structure (SMILES): CCS[C@H](C)C(=O)N(C)CCOCCN(C)C(=O)c1c(C)csc1Cl

The geometry in XYZ format:
```
52
Properties=species:S:1:pos:R:3:lowdin_charge:R:1
C 2.7666 -0.3759 -1.6912 -0.1613
C 2.2524 -1.8030 -1.5700 -0.5365
S 0.6665 -1.9557 -2.4359 0.9374
C 0.2774 -3.6987 -2.0556 -0.5459
C 0.9783 -4.6649 -2.9958 -0.1074
C -1.2408 -3.8709 -2.1420 -0.4990
O -1.7446 -4.3824 -3.1268 0.0597
N -2.0075 -3.4678 -1.0888 -0.0989
C -3.4431 -3.6754 -1.2055 -0.0341
C -1.5564 -2.6773 0.0402 -0.1478
C -2.0647 -1.2373 -0.0286 -0.1996
O -1.5060 -0.4532 1.0088 -0.1373
C -0.2116 0.0360 0.6783 -0.1877
C 0.5107 0.4635 1.9444 -0.1082
N 0.2818 1.8583 2.2885 -0.0844
C -0.8677 2.1536 3.1265 -0.0352
C 1.0415 2.7748 1.6433 -0.4313
O 1.8509 2.4564 0.7808 0.0669
C 0.8738 4.2170 2.0023 -0.2334
C 0.5391 5.2128 1.0259 -0.3196
C 0.2333 4.8941 -0.4054 -0.0296
C 0.5336 6.4603 1.5642 -0.3658
S 0.9547 6.4703 3.2278 1.0054
C 1.1250 4.7661 3.2202 -0.9738
Cl 1.5951 3.9402 4.6495 0.6801
H 3.7339 -0.2825 -1.1971 0.0790
H 2.8927 -0.0967 -2.7377 0.0713
H 2.0885 0.3404 -1.2255 0.0523
H 2.9634 -2.5079 -2.0019 0.0703
H 2.1088 -2.0732 -0.5197 0.0694
H 0.6064 -3.8766 -1.0299 0.1009
H 0.7644 -5.6965 -2.7115 0.0881
H 0.6301 -4.5152 -4.0145 0.0796
H 2.0567 -4.5102 -2.9595 0.0684
H -3.6352 -4.6361 -1.6756 0.0893
H -3.8784 -3.6625 -0.2066 0.0917
H -3.9210 -2.9030 -1.8129 0.0984
H -1.9064 -3.1383 0.9685 0.1339
H -0.4709 -2.6627 0.0740 0.0891
H -1.8254 -0.8173 -1.0120 0.1181
H -3.1471 -1.2062 0.1028 0.1236
H 0.3611 -0.7387 0.1621 0.0764
H -0.2907 0.8874 -0.0074 0.1363
H 0.1804 -0.1582 2.7775 0.1353
H 1.5822 0.3291 1.8053 0.1255
H -1.0528 3.2235 3.1512 0.0862
H -1.7495 1.6527 2.7243 0.0920
H -0.6992 1.8036 4.1468 0.0861
H -0.6070 4.2007 -0.4816 0.0866
H -0.0215 5.7993 -0.9542 0.0794
H 1.0898 4.4172 -0.8810 0.0836
H 0.3084 7.3871 1.0608 0.0768
```